[1]
The following is a quantum chemistry calculation of the molecule C4H11NO2, from the Open Molecules 2025 dataset.

Values from the calculation:
HOMO energy   -9.4 eV
Energy relative to the best compared isomer or geometry (same formula, charge and spin)   254.7 kJ/mol
Molecular weight   105.1 g mol⁻¹
Total charge   0

Last column: natural (NBO) charge in e.
Geometry (Å):
C  1.326  0.454  0.681  -0.093
O  2.127  1.668  0.574  -0.710
C  0.455  0.049  -0.508  -0.109
C  -0.939  -0.633  -0.102  0.104
C  -1.918  0.465  0.331  -0.657
O  -0.950  -1.784  0.700  -0.719
N  0.994  -0.789  -1.514  -0.825
H  0.446  0.481  1.476  0.178
H  1.990  -0.306  1.011  0.172
H  2.680  1.492  -0.159  0.456
H  -0.080  1.001  -0.862  0.208
H  -1.245  -1.080  -1.066  0.178
H  -2.804  0.046  0.698  0.206
H  -2.232  0.979  -0.538  0.224
H  -1.481  1.130  1.070  0.209
H  -1.646  -1.600  1.422  0.468
H  1.579  -0.108  -2.025  0.345
H  1.697  -1.465  -1.190  0.363

[2]
The following is a quantum chemistry calculation of a cluster of 2 separate species, C4H11NO2 in total, from the Open Molecules 2025 dataset.

Values from the calculation:
HOMO energy   -9.7 eV
Energy relative to the best compared isomer or geometry (same formula, charge and spin)   96.2 kJ/mol
Molecular weight   105.1 g mol⁻¹
Total charge   0

Last column: natural (NBO) charge in e.
Geometry (Å):
C  1.069  -1.075  0.668  0.517
N  0.922  0.056  -0.039  -0.434
C  0.389  1.248  0.589  -0.221
C  -1.133  1.370  0.620  -0.643
C  1.079  0.105  -1.493  -0.422
O  1.280  -2.184  0.204  -0.633
H  0.975  -0.951  1.757  0.121
H  0.826  1.451  1.564  0.208
H  0.787  2.116  0.056  0.203
H  -1.459  1.881  -0.301  0.207
H  -1.436  1.992  1.404  0.220
H  -1.777  0.498  0.561  0.230
H  0.189  0.492  -1.986  0.202
H  1.201  -0.911  -1.821  0.241
H  1.950  0.681  -1.680  0.202
H  -1.604  -3.008  0.172  0.477
H  -1.259  -1.576  -0.164  0.464
O  -1.999  -2.186  -0.109  -0.940

[3]
The following is a quantum chemistry calculation of a cluster of 2 separate species, C4H11NO2 in total, from the Open Molecules 2025 dataset.

Values from the calculation:
HOMO energy   -9.0 eV
Energy relative to the best compared isomer or geometry (same formula, charge and spin)   107.5 kJ/mol
Molecular weight   105.1 g mol⁻¹
Total charge   0

Last column: natural (NBO) charge in e.
Geometry (Å):
C  -1.207  1.403  1.444  -0.713
C  -1.134  -0.016  0.955  0.653
N  -0.535  -0.305  -0.222  -0.427
C  -0.695  -1.657  -0.764  -0.408
C  0.236  0.722  -0.997  -0.411
O  -1.886  -0.843  1.465  -0.646
H  -1.684  1.443  2.420  0.244
H  -1.843  2.031  0.816  0.232
H  -0.244  1.909  1.564  0.217
H  -0.600  -1.571  -1.843  0.193
H  0.051  -2.289  -0.276  0.194
H  -1.675  -2.062  -0.531  0.235
H  1.074  0.920  -0.344  0.224
H  -0.435  1.578  -1.125  0.197
H  0.318  0.328  -2.001  0.214
H  2.922  -0.656  0.386  0.466
H  3.944  -0.806  -0.670  0.469
O  3.392  -0.129  -0.275  -0.932

[4]
The following is a quantum chemistry calculation of a cluster of 2 separate species, C4H11NO2 in total, from the Open Molecules 2025 dataset.

Values from the calculation:
HOMO energy   -8.8 eV
Energy relative to the best compared isomer or geometry (same formula, charge and spin)   149.6 kJ/mol
Molecular weight   105.1 g mol⁻¹
Total charge   0

Last column: natural (NBO) charge in e.
Geometry (Å):
C  2.643  -0.009  -1.287  -0.206
C  1.378  0.879  -1.697  -0.617
N  2.374  -0.699  -0.026  -0.869
H  2.906  -0.786  -2.096  0.147
H  3.579  0.579  -1.246  0.186
H  1.172  0.947  -2.753  0.210
H  1.599  1.904  -1.392  0.212
H  -1.904  -0.079  3.450  0.484
H  1.475  -1.120  -0.048  0.366
H  3.183  -1.117  0.375  0.376
H  0.502  0.463  -1.160  0.196
C  -2.818  0.127  0.580  -0.739
C  -2.748  -0.626  1.885  0.800
O  -3.232  -1.613  2.346  -0.562
O  -1.876  0.248  2.513  -0.702
H  -2.703  1.204  0.545  0.250
H  -3.681  -0.093  -0.070  0.228
H  -1.848  -0.210  0.081  0.241

[5]
The following is a quantum chemistry calculation of a cluster of 3 separate species, C4H11NO2 in total, from the Open Molecules 2025 dataset.

Values from the calculation:
HOMO energy   -7.8 eV
Energy relative to the best compared isomer or geometry (same formula, charge and spin)   310.0 kJ/mol
Molecular weight   105.1 g mol⁻¹
Total charge   0

Last column: natural (NBO) charge in e.
Geometry (Å):
N  -0.958  -1.738  -0.284  -0.798
C  -0.070  -0.721  -0.452  0.184
C  -0.553  0.488  0.006  -0.571
C  1.855  -0.363  -2.009  -0.398
C  1.382  -0.997  -0.905  -0.212
H  -1.940  -1.568  -0.237  0.393
H  -0.811  -2.698  -0.361  0.379
H  -0.175  1.384  -0.502  0.176
H  -1.321  0.455  0.771  0.213
H  2.856  -0.588  -2.370  0.203
H  1.282  0.394  -2.502  0.206
H  1.889  -1.744  -0.242  0.225
H  -3.273  0.927  2.892  0.480
H  -3.759  -0.257  3.849  0.470
O  -3.356  -0.077  3.048  -0.949
H  1.501  2.305  -0.192  0.475
H  3.031  2.117  -0.522  0.469
O  2.419  2.683  0.012  -0.946

[6]
The following is a quantum chemistry calculation of a cluster of 2 separate species, C4H11NO2 in total, from the Open Molecules 2025 dataset.

Values from the calculation:
HOMO energy   -9.5 eV
Energy relative to the best compared isomer or geometry (same formula, charge and spin)   49.8 kJ/mol
Molecular weight   105.1 g mol⁻¹
Total charge   0

Last column: natural (NBO) charge in e.
Geometry (Å):
C  0.112  -1.688  -0.379  -0.713
C  -0.256  -0.241  -0.096  0.691
N  0.581  0.475  0.714  -0.436
C  0.315  1.896  0.897  -0.416
C  1.815  -0.068  1.223  -0.410
O  -1.310  0.206  -0.523  -0.659
H  -0.088  -2.286  0.506  0.234
H  -0.540  -2.035  -1.171  0.239
H  1.149  -1.856  -0.655  0.220
H  -0.611  2.131  0.390  0.247
H  1.108  2.504  0.454  0.191
H  0.222  2.134  1.950  0.196
H  2.398  0.735  1.663  0.214
H  1.665  -0.824  1.991  0.202
H  2.455  -0.466  0.432  0.199
H  -3.362  0.267  -1.942  0.480
H  -2.362  -0.597  -2.723  0.472
O  -3.290  -0.287  -2.731  -0.952

[7]
The following is a quantum chemistry calculation of a cluster of 2 separate species, C4H11NO2 in total, from the Open Molecules 2025 dataset.

Values from the calculation:
HOMO energy   -8.6 eV
Energy relative to the best compared isomer or geometry (same formula, charge and spin)   208.0 kJ/mol
Molecular weight   105.1 g mol⁻¹
Total charge   0

Last column: natural (NBO) charge in e.
Geometry (Å):
C  -1.359  2.932  0.849  -0.759
C  -0.214  2.024  0.804  0.785
O  0.605  1.622  1.578  -0.546
O  -0.300  1.405  -0.441  -0.740
H  -2.369  2.639  0.326  0.276
H  -1.171  3.799  0.149  0.257
H  -1.406  3.391  1.890  0.243
C  0.434  -2.333  -0.941  -0.223
C  1.639  -1.628  -0.202  -0.654
N  -0.813  -1.843  -0.316  -0.887
H  0.570  -2.121  -1.977  0.171
H  0.692  -3.429  -0.738  0.194
H  2.069  -2.299  0.494  0.208
H  1.130  -0.925  0.503  0.224
H  -0.915  -0.901  -0.555  0.382
H  -1.457  -2.463  0.028  0.382
H  0.519  1.122  -0.759  0.489
H  2.348  -0.992  -0.693  0.199

[8]
The following is a quantum chemistry calculation of a cluster of 2 separate species, C4H11NO2 in total, from the Open Molecules 2025 dataset.

Values from the calculation:
HOMO energy (alpha / beta)   -13.8 / -13.8 eV
2S+1   2
Energy relative to the best compared isomer or geometry (same formula, charge and spin)   177.7 kJ/mol
Molecular weight   105.1 g mol⁻¹
Expectation value of S²   0.755
Total charge   +1

Last column: natural (NBO) charge in e.
Geometry (Å):
C  0.164  -2.255  0.960  -0.120
C  -1.166  -1.791  0.434  -0.725
O  1.239  -2.244  -0.036  -0.217
H  0.546  -1.625  1.769  0.315
H  0.136  -3.320  1.186  0.301
H  -1.943  -1.864  1.186  0.278
H  0.923  -1.673  -0.750  0.507
H  -1.620  -2.322  -0.413  0.276
H  -1.207  -0.765  0.031  0.304
C  -0.177  2.663  0.265  -0.720
C  0.019  1.581  -0.774  0.674
O  -0.940  0.920  -1.215  -0.622
N  1.259  1.280  -1.130  -0.802
H  0.256  3.573  -0.141  0.244
H  0.298  2.426  1.216  0.241
H  1.415  0.561  -1.835  0.391
H  2.019  1.951  -1.206  0.417
H  -1.222  2.904  0.454  0.258

[9]
The following is a quantum chemistry calculation of a cluster of 3 separate species, C4H11NO2 in total, from the Open Molecules 2025 dataset.

Values from the calculation:
HOMO energy (alpha / beta)   -14.6 / -14.6 eV
2S+1   2
Energy relative to the best compared isomer or geometry (same formula, charge and spin)   232.8 kJ/mol
Molecular weight   105.1 g mol⁻¹
Expectation value of S²   0.788
Total charge   +1

Last column: natural (NBO) charge in e.
Geometry (Å):
C  -1.929  1.406  0.766  -0.661
C  -0.513  1.356  0.284  0.165
C  0.453  2.275  0.570  -0.156
C  -0.818  -0.269  -1.510  0.152
N  -0.204  0.354  -0.605  -0.221
H  -2.679  1.364  -0.005  0.252
H  -2.036  2.196  1.490  0.260
H  -2.122  0.498  1.360  0.253
H  1.485  2.150  0.295  0.241
H  0.174  3.072  1.247  0.232
H  -1.292  -1.247  -1.381  0.222
H  -0.556  -0.194  -2.583  0.246
H  -0.514  -3.294  -0.507  0.461
H  -0.839  -2.879  0.891  0.465
O  -0.078  -3.087  0.330  -0.919
H  2.504  -0.953  0.891  0.475
H  1.957  -0.335  -0.400  0.443
O  2.709  -0.811  -0.040  -0.910

[10]
The following is a quantum chemistry calculation of a cluster of 2 separate species, C4H11NO2 in total, from the Open Molecules 2025 dataset.

Values from the calculation:
HOMO energy (alpha / beta)   -14.6 / -14.6 eV
2S+1   2
Energy relative to the best compared isomer or geometry (same formula, charge and spin)   76.8 kJ/mol
Molecular weight   105.1 g mol⁻¹
Expectation value of S²   0.774
Total charge   +1

Last column: natural (NBO) charge in e.
Geometry (Å):
C  0.085  0.766  -2.195  -0.718
C  0.297  1.013  -0.738  0.657
N  -0.726  1.002  0.138  -0.303
C  -1.633  -0.109  0.494  -0.243
C  -1.014  -0.958  1.583  -0.627
O  1.401  1.224  -0.266  -0.267
H  -0.393  1.630  -2.642  0.285
H  1.000  0.483  -2.706  0.282
H  -0.544  -0.130  -2.239  0.257
H  -0.496  1.496  0.999  0.432
H  -1.934  -0.634  -0.386  0.237
H  -2.537  0.357  0.900  0.266
H  -1.668  -1.766  1.808  0.264
H  -0.851  -0.392  2.496  0.234
H  -0.092  -1.463  1.277  0.242
H  2.339  -0.696  0.158  0.446
H  3.755  -0.607  0.707  0.480
O  3.011  -1.215  0.611  -0.923

[11]
The following is a quantum chemistry calculation of a cluster of 3 separate species, C4H11NO2 in total, from the Open Molecules 2025 dataset.

Values from the calculation:
HOMO energy (alpha / beta)   -14.4 / -14.9 eV
2S+1   2
Energy relative to the best compared isomer or geometry (same formula, charge and spin)   116.0 kJ/mol
Molecular weight   105.1 g mol⁻¹
Expectation value of S²   0.781
Total charge   +1

Last column: natural (NBO) charge in e.
Geometry (Å):
N  1.985  -0.599  1.095  -0.631
C  0.771  0.247  1.103  0.121
C  0.537  1.066  0.069  -0.135
C  -0.743  1.615  -0.337  -0.244
C  -0.878  2.420  -1.380  -0.152
H  2.214  -1.033  2.000  0.423
H  2.789  -0.458  0.558  0.413
H  -0.012  -0.031  1.894  0.285
H  1.451  1.309  -0.538  0.238
H  -1.526  1.248  0.122  0.222
H  -1.821  2.737  -1.791  0.226
H  -0.161  2.923  -1.977  0.218
H  -0.640  -2.941  1.029  0.495
H  -1.538  -1.940  0.273  0.498
O  -0.971  -2.002  1.028  -0.977
H  -0.056  -1.501  -0.665  0.468
H  -0.593  -0.512  -1.672  0.462
O  -0.545  -1.459  -1.481  -0.930

[12]
The following is a quantum chemistry calculation of a cluster of 3 separate species, C4H11NO2 in total, from the Open Molecules 2025 dataset.

Values from the calculation:
HOMO energy (alpha / beta)   -14.2 / -14.2 eV
2S+1   2
Energy relative to the best compared isomer or geometry (same formula, charge and spin)   218.0 kJ/mol
Molecular weight   105.1 g mol⁻¹
Expectation value of S²   0.765
Total charge   +1

Last column: natural (NBO) charge in e.
Geometry (Å):
C  1.662  -1.193  -1.314  -0.688
C  1.102  0.042  -0.607  0.276
C  1.845  0.686  0.324  -0.111
C  -0.619  1.439  -1.466  0.095
N  -0.225  0.341  -0.901  -0.325
H  2.219  -0.923  -2.207  0.285
H  2.456  -1.714  -0.767  0.267
H  0.782  -1.908  -1.506  0.262
H  1.599  1.575  0.876  0.234
H  2.957  0.396  0.448  0.245
H  -1.677  1.596  -1.771  0.242
H  0.013  2.305  -1.689  0.211
H  -1.418  -2.650  0.873  0.490
H  -0.950  -1.429  0.038  0.460
O  -1.504  -1.673  0.898  -0.944
H  -0.754  0.921  2.401  0.442
H  -1.806  -0.034  2.085  0.486
O  -1.719  0.878  2.339  -0.927

| no. | DFT total energy (eV) |
| --- | --- |
| 1 | -9909.6019 |
| 2 | -9911.2443 |
| 3 | -9911.1280 |
| 4 | -9910.6913 |
| 5 | -9909.0292 |
| 6 | -9911.7256 |
| 7 | -9910.0857 |
| 8 | -9901.1544 |
| 9 | -9900.5834 |
| 10 | -9902.1997 |
| 11 | -9901.7934 |
| 12 | -9900.7363 |